# 1
DFT (the ωB97M-V functional and the def2-TZVPD basis) results for a gas-phase ion, Br3HOP (charge +1).

Computed properties:
DFT total energy in hartree: -8138.97553
E_LUMO in eV: -6.7
Net charge: +1
ΔE to the lowest compared entry with this formula, charge and spin in kcal per mole: 0.00

Each line ends with the natural charge from an NBO analysis.
Atoms and positions in Å:
O 1.4124 -0.1718 -0.5268  -0.833
P -0.3092 -0.0817 0.3177  1.035
Br -0.7546 1.9826 0.5971  0.105
Br -0.3755 -1.3520 2.0474  0.140
Br -1.4450 -0.9264 -1.3596  0.066
H 1.4719 0.5492 -1.0758  0.486

---

# 2
DFT (the ωB97M-V functional and the def2-TZVPD basis) results for a molecular structure, C36H64BBrN8O9P2SSi.

Computed properties:
DFT total energy in hartree: -6494.49444
E_LUMO in eV: -0.6

Each line ends with the Löwdin charge.
Atoms and positions in Å:
C 1.8364 -2.6167 0.0234  0.027
C 1.9182 -1.8222 1.1667  -0.114
C 1.5167 -0.2980 1.2393  -0.427
O 0.7326 0.1892 0.1867  -0.138
C -0.6195 -0.0223 0.0886  -0.752
Br -1.7811 1.1912 1.1735  0.935
C -1.2123 -1.4614 0.1524  -0.209
C -2.7713 -1.5407 0.3627  -0.235
C -3.1965 -1.7631 1.8726  -0.285
N -4.6388 -1.3443 1.9634  -0.013
S -0.9663 0.5980 -1.6642  0.705
C -0.0772 -0.3779 -2.9244  -0.108
O -0.3233 1.9564 -1.6806  -0.378
O -2.4170 0.8030 -1.9245  -0.365
P 0.9616 -0.0169 3.0156  0.806
N 0.0178 -1.1359 3.6540  -0.292
C 2.9570 0.4527 1.0408  -0.406
C 2.9842 1.8829 1.6269  -0.086
C 1.7803 2.8291 1.2389  -0.240
O 1.9343 3.9641 2.1191  -0.233
Si 0.7905 5.1984 1.7562  0.471
C 0.7971 6.3627 3.2835  -0.178
C -0.9772 4.5241 1.5988  -0.191
C 1.3284 6.2300 0.2456  -0.165
O 3.8407 -0.4240 1.7829  -0.220
C 4.9583 0.2252 2.3740  -0.248
C 5.9988 -0.9192 2.7317  -0.052
N 3.2752 0.2851 -0.3768  -0.003
B 3.4685 1.4700 -1.2258  -0.737
O 4.4977 2.4490 -1.0467  0.118
O 2.5972 1.6649 -2.3263  0.148
P 4.5502 -0.8445 -0.7680  0.964
O 4.2632 -1.3880 -2.3643  -0.262
O 6.0664 -0.0585 -0.7151  -0.257
H 2.7974 -2.9869 -0.4005  0.045
H 0.9207 -2.9518 -0.4929  0.038
H 2.2496 -2.3137 2.1050  0.121
H -0.7587 -2.1475 0.8947  0.101
H -1.0234 -1.9405 -0.8426  0.096
H -3.3440 -0.7323 -0.1261  0.078
H -3.0824 -2.4863 -0.1510  0.117
H -2.5633 -1.1529 2.5440  0.057
H -3.1808 -2.8536 2.0874  0.093
H -4.9967 -1.3924 1.0080  0.052
H -5.1451 -2.0991 2.4267  0.053
H 0.7732 -0.9302 -2.4596  0.071
H 0.3648 0.3063 -3.6745  0.082
H -0.7966 -1.0427 -3.4409  0.072
H 0.2807 1.2393 3.1612  -0.001
H 2.1653 0.0317 3.7991  0.036
H -0.1669 -1.8266 2.9250  -0.064
H 2.9718 1.9285 2.7402  0.116
H 3.8892 2.4734 1.3619  0.130
H 1.8720 3.2295 0.2000  0.114
H 0.7837 2.3611 1.3294  0.050
H 0.4800 5.7503 4.1626  0.033
H 0.0895 7.2077 3.1690  0.032
H 1.8221 6.7221 3.5313  0.032
H -1.1599 3.8486 2.4689  0.023
H -1.0611 3.9546 0.6449  0.006
H -1.6760 5.3830 1.6468  0.045
H 2.3832 6.5470 0.4004  0.037
H 1.2983 5.5617 -0.6434  0.021
H 0.6423 7.0963 0.1637  0.040
H 4.7353 0.7251 3.3454  0.120
H 5.5079 0.9058 1.6835  0.120
H 6.9514 -0.7749 2.1797  0.070
H 5.5607 -1.9242 2.5698  0.070
H 6.2598 -0.8518 3.8104  0.071
H 4.0228 3.2662 -0.8527  0.094
H 2.6461 2.5859 -2.5925  0.101
H 4.9660 -1.9933 -2.6181  0.039
H 6.7123 -0.6537 -1.1114  0.039
N -3.6849 -5.6162 3.4940  0.001
C -2.9094 -6.3505 2.6460  -0.157
C -3.6140 -7.4738 2.2941  -0.119
C -4.8671 -7.4087 2.9565  -0.110
C -4.8831 -6.2471 3.6866  -0.137
H -3.4135 -4.7438 3.9108  0.139
H -1.9252 -6.0092 2.3677  0.101
H -3.2696 -8.2541 1.6340  0.085
H -5.6670 -8.1292 2.9018  0.091
H -5.6392 -5.8182 4.3233  0.107
N -3.8011 5.7163 -3.4711  -0.007
C -2.4538 5.9286 -3.3595  -0.143
C -1.8620 4.7287 -3.0508  -0.104
C -2.8887 3.7536 -2.9785  -0.091
C -4.0738 4.3905 -3.2446  -0.141
H -4.4825 6.4215 -3.6856  0.129
H -2.0347 6.9105 -3.5070  0.102
H -0.8075 4.5674 -2.8947  0.082
H -2.7734 2.7044 -2.7566  0.056
H -5.0848 4.0170 -3.2910  0.096
N -7.4397 5.9473 -4.0225  -0.002
C -8.3118 6.5892 -4.8604  -0.141
C -9.3481 7.0694 -4.1017  -0.114
C -9.0890 6.7085 -2.7546  -0.113
C -7.9036 6.0196 -2.7362  -0.143
H -6.5908 5.4937 -4.3076  0.114
H -8.1207 6.6468 -5.9192  0.105
H -10.1974 7.6198 -4.4729  0.090
H -9.7018 6.9294 -1.8957  0.090
H -7.3526 5.5753 -1.9233  0.106
N -1.0594 -6.5278 -1.3116  0.011
C -0.7048 -7.1692 -2.4664  -0.134
C -0.2408 -6.2265 -3.3479  -0.108
C -0.3161 -4.9685 -2.6986  -0.114
C -0.8244 -5.1860 -1.4426  -0.149
H -1.4370 -6.9711 -0.4937  0.137
H -0.8127 -8.2369 -2.5612  0.108
H 0.1133 -6.4194 -4.3476  0.092
H -0.0309 -4.0110 -3.1061  0.083
H -1.0393 -4.5035 -0.6353  0.090
N 6.3393 -4.4617 0.6772  0.004
C 6.2838 -5.7851 1.0185  -0.140
C 7.5465 -6.3066 0.8934  -0.114
C 8.3969 -5.2561 0.4655  -0.114
C 7.6240 -4.1294 0.3435  -0.152
H 5.5568 -3.8288 0.6725  0.115
H 5.3542 -6.2401 1.3185  0.105
H 7.8278 -7.3288 1.0890  0.090
H 9.4553 -5.3181 0.2699  0.090
H 7.8764 -3.1239 0.0485  0.095

---

# 3
DFT (the ωB97M-V functional and the def2-TZVPD basis) results for H4NOPS2 in the gas phase.

Computed properties:
Structure (SMILES): N[P@@](O)(=S)S
DFT total energy in hartree: -1270.18267
E_LUMO in eV: 0.5
ΔE to the lowest compared entry with this formula, charge and spin in kcal per mole: 8.29

Each line ends with the natural charge from an NBO analysis.
Atoms and positions in Å:
N -0.6054 1.1084 0.5448  -1.196
P 0.3804 -0.0093 -0.2383  1.553
O 0.0989 0.2233 -1.7745  -0.964
S 2.2709 -0.1223 0.2203  -0.550
S -0.6622 -1.8419 0.1712  -0.344
H -0.0577 1.5105 1.2470  0.404
H -1.2336 0.7922 1.2888  0.415
H -0.7549 0.6637 -1.8003  0.506
H 0.5635 -2.3248 0.3410  0.178

---

# 4
DFT (the ωB97M-V functional and the def2-TZVPD basis) results for 2 unconnected molecules or ions with the total composition C4H14NO3.

Computed properties:
DFT total energy in hartree: -441.04345
E_LUMO in eV: -3.0
Net charge: +1
ΔE to the lowest compared entry with this formula, charge and spin in kcal per mole: 9.38

Each line ends with the natural charge from an NBO analysis.
Atoms and positions in Å:
C -1.6449 -0.2025 0.7578  -0.104
O -2.0307 1.0887 1.2862  -0.740
C -0.4811 0.0075 -0.1530  -0.080
C 0.1131 -1.2473 -0.8527  0.086
C 0.1882 -2.4408 0.0568  -0.659
O 1.4504 -0.9397 -1.2388  -0.734
N 0.6220 0.6979 0.6072  -0.693
H -1.4306 -0.7797 1.6588  0.205
H -2.4501 -0.6683 0.1952  0.213
H -2.9385 1.2805 1.0047  0.498
H -0.6729 0.7386 -0.9239  0.218
H -0.4755 -1.4489 -1.7377  0.201
H 0.4853 -3.3198 -0.5184  0.252
H -0.6967 -2.7081 0.6323  0.231
H 1.0465 -2.3442 0.7326  0.220
H 1.4839 -0.6079 -2.1479  0.493
H 1.1634 1.3405 -0.0031  0.476
H 1.3222 0.0563 0.9847  0.437
H 0.2655 1.2912 1.3582  0.453
H 2.3203 3.2405 -0.6409  0.495
H 0.9346 3.8238 -0.7698  0.503
O 1.4256 3.1418 -0.2883  -0.969

---

# 5
DFT (the ωB97M-V functional and the def2-TZVPD basis) results for 13 unconnected molecules or ions with the total composition C26H52Cl26.

Computed properties:
DFT total energy in hartree: -12986.87462
E_LUMO in eV: 0.3
ΔE to the lowest compared entry with this formula, charge and spin in kcal per mole: 15.55

Each line ends with the Löwdin charge.
Atoms and positions in Å:
Cl -2.0549 5.1424 0.3612  0.507
C -0.4216 4.3780 0.6782  -0.633
C 0.5742 4.7165 -0.3927  -0.712
Cl 1.1500 6.3616 -0.1729  0.569
H -0.6158 3.3466 0.7864  -0.026
H -0.0484 4.8544 1.6497  0.085
H 0.1643 4.6249 -1.4311  0.063
H 1.4923 4.1984 -0.2102  0.012
Cl -4.4366 -1.5227 -2.6058  0.515
C -3.7184 -2.5966 -3.9049  -0.649
C -3.3452 -1.7775 -5.0626  -0.651
Cl -2.4961 -2.8472 -6.2365  0.555
H -4.5063 -3.3704 -4.1146  0.088
H -2.8841 -3.1834 -3.4721  0.066
H -2.5708 -1.0564 -4.7747  0.070
H -4.1614 -1.3094 -5.5233  0.058
Cl 2.9713 2.4604 -2.0214  0.584
C 2.8819 1.5332 -3.5790  -0.612
C 2.0018 2.2809 -4.5687  -0.660
Cl 1.8552 1.2018 -5.9529  0.578
H 2.5845 0.5627 -3.2982  0.035
H 3.8690 1.5266 -3.9815  0.063
H 2.4577 3.2255 -4.8126  0.072
H 1.0116 2.4107 -4.0839  0.060
Cl -4.4472 -2.5144 2.3997  0.488
C -2.7049 -3.1497 2.1617  -0.602
C -2.4478 -4.3796 2.9777  -0.683
Cl -3.0657 -5.8572 2.1996  0.552
H -2.0533 -2.3234 2.4434  0.047
H -2.7003 -3.4218 1.1275  0.011
H -2.9056 -4.2947 3.9723  0.077
H -1.3803 -4.5154 3.1108  0.031
Cl 3.4850 3.1693 2.9571  0.528
C 3.9569 4.0963 4.4074  -0.648
C 3.2013 5.4119 4.3953  -0.676
Cl 3.7148 6.2734 5.8420  0.577
H 5.0233 4.3064 4.3786  0.073
H 3.7832 3.4066 5.1974  0.053
H 2.1573 5.4846 4.3253  0.047
H 3.5566 6.0190 3.5402  0.080
Cl 2.8933 -2.1292 -6.0874  0.488
C 1.3548 -2.8832 -5.4437  -0.619
C 1.5407 -3.3175 -4.0470  -0.775
Cl 2.7133 -4.5897 -3.9487  0.634
H 1.2214 -3.7237 -6.1351  0.070
H 0.5678 -2.1353 -5.5627  0.055
H 0.6331 -3.8090 -3.7583  0.036
H 1.7713 -2.5254 -3.2868  0.031
Cl -5.2504 1.8412 -2.7704  0.486
C -4.3225 3.3559 -2.3864  -0.642
C -2.8924 3.4493 -2.9529  -0.601
Cl -1.6630 2.4048 -2.1583  0.528
H -4.3065 3.4558 -1.2836  -0.011
H -4.9548 4.1456 -2.7931  0.069
H -2.6159 4.4903 -2.6387  0.068
H -2.8301 3.2381 -4.0467  0.082
Cl -0.1784 -4.6243 0.2251  0.580
C 0.7500 -5.2864 -1.1648  -0.634
C 1.9361 -6.2459 -0.8820  -0.660
Cl 3.1148 -5.4587 0.1501  0.539
H 1.0830 -4.3603 -1.6352  0.005
H 0.0147 -5.8179 -1.7221  0.060
H 2.4770 -6.6793 -1.7635  0.070
H 1.6228 -7.1272 -0.2396  0.081
Cl 3.0138 -0.0949 3.6898  0.563
C 3.4994 -1.7519 4.0034  -0.635
C 2.5380 -2.7181 3.3780  -0.594
Cl 0.9628 -2.8521 4.2858  0.556
H 3.6263 -1.8045 5.0351  0.051
H 4.4317 -1.7937 3.5136  0.045
H 2.9486 -3.7160 3.5094  0.068
H 2.3522 -2.5478 2.3158  0.060
Cl 4.3342 -2.0064 -0.4529  0.544
C 3.9678 -0.3069 -0.0674  -0.725
C 5.1248 0.5536 0.1946  -0.772
Cl 6.1040 0.1616 1.5424  0.606
H 3.2995 -0.2637 0.8114  0.017
H 3.4644 0.1062 -0.9943  0.028
H 4.7897 1.6097 0.3211  0.064
H 5.7654 0.4573 -0.7050  0.081
Cl -3.2694 1.9661 0.5265  0.524
C -4.7378 1.4572 1.5091  -0.537
C -5.2650 2.6040 2.3814  -0.634
Cl -5.6856 4.0908 1.4718  0.535
H -4.3722 0.6090 2.0871  0.029
H -5.4095 1.1156 0.6761  0.080
H -4.6001 2.8512 3.2203  0.063
H -6.1784 2.3310 2.9619  0.083
Cl -1.4675 3.0042 4.6946  0.569
C -0.9154 1.6257 3.7756  -0.738
C -0.8549 0.2816 4.5322  -0.612
Cl -2.5567 0.0678 5.0880  0.530
H 0.0669 1.8334 3.3308  0.051
H -1.6878 1.5025 3.0205  0.008
H -0.1358 0.2833 5.3661  0.079
H -0.6020 -0.5393 3.8918  -0.002
Cl -0.1347 -1.4829 -2.0701  0.613
C -1.2347 -1.0799 -0.6926  -0.626
C -0.5239 -0.6972 0.5060  -0.642
Cl 0.5291 0.7597 0.4111  0.597
H -1.7017 -2.0343 -0.5852  0.031
H -1.9228 -0.2847 -0.9790  0.027
H 0.1230 -1.4130 0.9090  0.038
H -1.2933 -0.4253 1.2059  0.047

---

# 6
DFT (the ωB97M-V functional and the def2-TZVPD basis) results for a molecular structure, C19H33BrN2O4ReS.

Computed properties:
DFT total energy in hartree: -4204.10209
E_LUMO (spin up / spin down) in eV: -9.4 / -8.5
2S+1: 2
Net charge: +2
ΔE to the lowest compared entry with this formula, charge and spin in kcal per mole: 5.03

Each line ends with the natural charge from an NBO analysis.
Atoms and positions in Å:
Re 1.3932 -1.6312 0.0462  1.609
N 3.5573 -1.2771 0.2679  -0.627
N 3.8399 -1.3709 1.6555  -0.521
C 2.9749 -2.1137 2.4754  0.853
O 3.2836 -2.4014 3.5931  -0.514
O 1.8395 -2.3936 1.9063  -0.640
H 4.1120 -1.9529 -0.2789  0.406
H 3.8086 -0.3354 -0.0593  0.426
H 4.7921 -1.2328 1.9780  0.430
C -4.9114 2.4731 -0.0570  -0.612
C -3.6303 3.2985 -0.0093  -0.100
C -3.5777 4.1540 -1.2958  -0.590
C -3.6923 4.2451 1.2055  -0.592
C -2.3812 2.4642 0.0590  0.080
C -2.4078 1.0643 0.0784  -0.190
C -1.2163 0.3942 0.0213  -0.082
Br -1.1140 -1.5444 -0.0566  0.249
C 0.0571 1.0030 -0.0352  0.199
O 1.1157 0.2363 -0.1106  -0.555
C 0.0834 2.4255 -0.0035  0.031
C -1.1332 3.0841 0.0426  -0.131
C 1.3566 3.2581 -0.0373  -0.065
C 2.6315 2.4197 -0.0334  -0.610
C 1.3833 4.1755 1.1980  -0.599
C 1.3410 4.1193 -1.3133  -0.599
H -5.7597 3.1462 -0.1366  0.241
H -5.0462 1.8837 0.8472  0.213
H -4.9387 1.8113 -0.9195  0.210
H -4.4832 4.7473 -1.3694  0.234
H -3.5221 3.5076 -2.1683  0.213
H -2.7311 4.8321 -1.3019  0.208
H -4.6044 4.8318 1.1462  0.234
H -2.8517 4.9323 1.2400  0.209
H -3.7093 3.6683 2.1289  0.217
H -3.3354 0.5219 0.1306  0.250
H -1.1152 4.1609 0.0467  0.231
H 2.6797 1.7981 0.8593  0.199
H 3.4966 3.0793 -0.0321  0.237
H 2.6873 1.7995 -0.9268  0.195
H 1.3800 3.5943 2.1181  0.217
H 0.5363 4.8543 1.2134  0.216
H 2.2886 4.7763 1.1676  0.231
H 1.2227 3.5085 -2.2054  0.213
H 2.2802 4.6594 -1.3878  0.231
H 0.5418 4.8524 -1.2886  0.218
C 2.0900 -7.5511 -0.9755  -0.638
C 1.8706 -6.3061 -0.1361  -0.548
S 1.5445 -4.8988 -1.2776  1.245
O 1.7803 -3.6475 -0.4163  -0.977
C -0.2879 -4.9465 -1.4417  -0.568
C -1.0317 -5.0559 -0.1256  -0.648
H 2.3001 -8.4034 -0.3343  0.267
H 2.9343 -7.4282 -1.6472  0.236
H 1.2116 -7.8015 -1.5614  0.223
H 2.7733 -6.0333 0.4107  0.261
H 1.0410 -6.4157 0.5598  0.250
H -0.5091 -5.7806 -2.1028  0.269
H -0.5263 -4.0229 -1.9725  0.238
H -1.1159 -6.0825 0.2185  0.246
H -2.0461 -4.6864 -0.2510  0.251
H -0.5531 -4.4661 0.6540  0.218

---

# 7
DFT (the ωB97M-V functional and the def2-TZVPD basis) results for C6H11NO in the gas phase.

Computed properties:
Structure (SMILES): C=C/C=C/[C@](C)(N)O
DFT total energy in hartree: -365.17084
E_LUMO in eV: 0.9
ΔE to the lowest compared entry with this formula, charge and spin in kcal per mole: 38.05

Each line ends with the natural charge from an NBO analysis.
Atoms and positions in Å:
C 3.0295 0.8400 -0.6908  -0.368
C 1.9408 1.1965 -1.3641  -0.216
C 0.5956 0.7302 -1.0849  -0.207
C 0.1719 0.2940 0.1062  -0.198
C -1.1922 -0.3109 0.3273  0.340
C -1.5330 -0.3331 1.8238  -0.630
N -1.1654 -1.6482 -0.2614  -0.854
O -2.2069 0.4128 -0.3453  -0.729
H 2.9947 0.1540 0.1379  0.186
H 4.0011 1.2211 -0.9483  0.199
H 2.0302 1.8674 -2.2105  0.204
H -0.1124 0.7873 -1.8989  0.214
H 0.8393 0.2598 0.9505  0.196
H -0.8586 -1.0103 2.3661  0.206
H -1.4535 0.6724 2.2261  0.221
H -2.5660 -0.6706 1.9606  0.217
H -0.2414 -2.0564 -0.2264  0.374
H -1.8108 -2.2659 0.2320  0.361
H -2.4629 -0.1400 -1.0998  0.484

---

# 8
DFT (the ωB97M-V functional and the def2-TZVPD basis) results for C5H8N2 in the gas phase.

Computed properties:
DFT total energy in hartree: -304.68370
E_LUMO in eV: 0.0
ΔE to the lowest compared entry with this formula, charge and spin in kcal per mole: 95.25

Each line ends with the natural charge from an NBO analysis.
Atoms and positions in Å:
C -1.9401 -0.4603 0.2183  -0.415
N -0.7493 0.3115 -0.0597  -0.147
C 0.4560 -0.1024 -0.7820  -0.216
C 1.3387 1.0889 -0.8283  -0.080
C 1.4103 -0.9556 0.1332  -0.577
C 0.6546 1.9100 0.1020  -0.250
N -0.5530 1.4644 0.4938  -0.093
H -2.2108 -1.0556 -0.6589  0.212
H -2.7572 0.2271 0.4462  0.234
H -1.7856 -1.1328 1.0706  0.204
H 0.1941 -0.6569 -1.6871  0.237
H 2.1014 -0.3345 0.7127  0.243
H 2.0222 -1.5922 -0.5059  0.233
H 0.8209 -1.5594 0.8253  0.207
H 0.9977 2.8479 0.5200  0.206